No. 1
Here is a molecular structure, C10H9AlCl3GeI2N2O4 at a distorted geometry from the Open Molecules 2025 dataset. Energies are from the ωB97M-V functional and the def2-TZVPD basis.

Results
DFT total energy in eV: -138555.2882
E_HOMO (alpha / beta) in eV: -15.23 / -15.23
Charge: +2
Max |F| in eV/A: 1.43
Kohn-Sham gap (alpha / beta) in Eh: 0.27767 / 0.17945
Multiplicity: 2
E_LUMO (alpha / beta) in eV: -7.7 / -10.3

```
32
Properties=species:S:1:pos:R:3:forces:R:3
Al 0.647 1.598 0.178 -0.537 -1.086 0.760
I -0.221 3.530 2.098 0.029 -0.008 -0.140
I -2.296 4.485 0.734 0.059 -0.043 0.008
Cl 1.687 2.975 -1.029 0.667 1.089 -0.654
Ge 3.638 3.153 -2.758 -0.272 0.296 -0.587
Cl 4.087 5.224 -2.845 -0.148 -0.546 0.179
Cl 2.683 2.462 -4.522 0.240 0.080 0.473
C 4.208 0.667 3.871 -0.061 -0.064 -0.040
C 3.354 -0.392 3.130 0.622 -0.067 0.656
C 2.445 0.247 2.232 -0.392 0.088 -0.330
N 1.724 0.799 1.532 0.189 0.100 -0.073
H 4.760 0.167 4.662 0.027 0.000 -0.023
H 3.581 1.434 4.323 -0.003 -0.031 0.033
H 4.916 1.139 3.193 -0.001 -0.002 0.003
H 2.782 -0.993 3.842 -0.127 0.034 -0.091
H 3.991 -1.079 2.567 -0.098 0.005 -0.094
O 0.564 0.057 -0.938 0.103 0.404 0.153
C -0.686 0.047 -0.674 -0.374 -0.305 -0.178
O -1.062 1.017 0.111 0.026 0.050 -0.103
C -1.613 -0.945 -1.173 -0.062 -0.192 -0.037
C -1.162 -1.946 -2.043 0.077 0.094 0.019
C -2.042 -2.912 -2.490 -0.045 -0.053 -0.022
C -3.367 -2.895 -2.069 -0.056 0.052 0.063
C -3.794 -1.893 -1.212 0.027 -0.061 -0.032
C -2.943 -0.913 -0.755 0.000 0.166 0.053
N -5.211 -1.876 -0.762 0.081 0.061 -0.005
O -5.527 -0.982 -0.003 -0.001 -0.171 -0.128
O -5.930 -2.750 -1.187 0.073 0.150 0.096
H -0.128 -1.950 -2.360 0.000 -0.031 0.004
H -1.712 -3.688 -3.166 0.042 0.019 0.012
H -4.069 -3.649 -2.395 -0.034 0.013 -0.007
H -3.304 -0.138 -0.094 -0.054 -0.043 0.032
```
Positions in Å, forces in eV/Å.

---

No. 2
Here is a molecular structure, C7H18FI2OP2V at a distorted geometry from the Open Molecules 2025 dataset. Energies are from the ωB97M-V functional and the def2-TZVPD basis.

Results
DFT total energy in eV: -72748.3652
E_HOMO (alpha / beta) in eV: -21.00 / -20.96
Charge: +3
Max |F| in eV/A: 9.83
Kohn-Sham gap (alpha / beta) in Eh: 0.23118 / 0.22723
Multiplicity: 2
E_LUMO (alpha / beta) in eV: -14.7 / -14.8

```
32
Properties=species:S:1:pos:R:3:forces:R:3
I 3.560 0.853 -2.204 -0.632 0.540 -0.675
I 0.986 -1.072 1.823 -0.553 0.193 -0.444
V 0.583 0.125 -0.319 -4.567 1.663 -2.494
P 0.008 1.998 1.184 -0.710 2.481 1.820
C 1.653 2.565 1.670 1.108 -1.214 -1.322
C -0.806 3.367 0.282 -0.026 -0.212 -0.242
H -0.781 4.337 0.863 0.207 -1.153 -0.277
H -0.941 2.898 3.286 0.286 -0.423 -0.705
H -1.847 3.079 0.099 0.119 0.130 0.000
H -1.957 1.597 2.600 0.399 0.122 0.043
H 2.284 2.724 0.768 -0.269 0.151 0.529
H -0.307 3.475 -0.680 -0.080 0.229 -0.068
C -0.911 1.907 2.776 -0.316 -1.093 0.226
H 1.611 3.468 2.242 -0.419 0.869 0.183
H -0.450 1.169 3.469 -0.241 0.522 -0.440
H 2.161 1.831 2.293 -0.054 -0.126 0.039
P -0.563 -1.970 -1.018 -2.254 -2.355 -1.275
C 0.816 -3.038 -1.437 1.917 1.274 -0.623
C -1.652 -3.068 -0.002 0.241 0.399 1.447
H -2.478 -1.218 -2.302 0.021 -0.077 -0.088
H -1.817 -2.707 -3.064 0.341 0.043 0.458
H -0.983 -1.106 -3.227 -0.082 -0.001 -0.348
C -1.565 -1.753 -2.578 0.538 1.029 0.808
H -2.575 -2.541 0.294 0.342 -0.140 -0.133
H -1.957 -3.990 -0.550 0.490 0.760 -0.118
H 0.484 -3.965 -1.892 -0.474 -0.033 -0.375
H 1.394 -3.329 -0.567 0.093 0.051 0.303
H -1.121 -3.383 0.936 -0.468 0.232 -0.838
H 1.519 -2.500 -2.151 -0.770 -0.810 0.620
C 2.393 -0.253 -0.458 9.624 -1.808 0.836
O 3.526 -0.650 -0.154 -5.623 1.006 -0.549
F -0.266 1.150 -1.981 1.811 -2.249 3.701
```
Positions in Å, forces in eV/Å.

---

No. 3
Here is a molecular structure, C35H25Br2N7O4SW at a distorted geometry from the Open Molecules 2025 dataset. Energies are from the ωB97M-V functional and the def2-TZVPD basis.

Results
DFT total energy in eV: -208051.9393
E_HOMO (alpha / beta) in eV: -12.54 / -12.78
Charge: +2
Max |F| in eV/A: 1.74
Kohn-Sham gap (alpha / beta) in Eh: 0.19346 / 0.20586
Multiplicity: 3
E_LUMO (alpha / beta) in eV: -7.3 / -7.2
Relative energy (zero: lowest compared OMol25 entry of this formula, charge and spin) in kJ/mol: 42.23

```
75
Properties=species:S:1:pos:R:3:forces:R:3
W -0.166 0.436 0.163 1.055 0.581 1.252
Br -0.646 2.290 1.823 -0.081 -0.506 -0.316
C 1.797 4.216 3.796 -0.219 0.141 0.092
Br 2.989 3.174 2.854 0.147 -0.058 -0.054
H 1.403 3.834 4.723 0.068 -0.019 -0.031
H 1.575 5.198 3.414 0.056 -0.048 -0.006
O -0.898 1.617 -1.233 -0.445 0.895 -0.567
C -1.815 1.612 -2.107 -0.066 0.088 -0.180
C -2.539 0.476 -2.441 -0.170 -0.169 -0.062
C -3.563 0.513 -3.419 0.005 0.188 -0.023
C -4.197 -0.642 -3.725 -0.058 -0.122 -0.030
C -3.863 -1.867 -3.114 -0.008 -0.006 -0.014
C -2.872 -1.924 -2.169 -0.045 -0.127 -0.042
C -2.204 -0.748 -1.802 -0.072 0.164 -0.009
O -1.285 -0.797 -0.877 -0.312 -0.392 -0.134
N -5.276 -0.619 -4.741 -0.036 -0.019 0.021
O -5.753 -1.686 -5.049 0.022 0.015 0.016
O -5.591 0.466 -5.176 0.046 -0.023 0.002
H -1.999 2.564 -2.607 -0.007 -0.021 -0.058
H -3.842 1.435 -3.914 0.010 -0.008 0.024
H -4.410 -2.753 -3.407 0.010 0.013 -0.002
H -2.604 -2.851 -1.679 -0.029 0.013 0.003
S 5.565 -4.548 0.624 0.176 -0.172 0.034
N 4.892 -3.649 1.773 0.031 -0.012 -0.006
C 3.995 -2.884 1.178 -0.102 0.127 -0.099
C 3.156 -1.898 1.837 0.149 -0.130 0.011
C 3.212 -1.601 3.203 0.050 -0.059 -0.019
C 2.363 -0.642 3.695 0.063 -0.023 0.069
C 1.467 -0.009 2.839 -0.055 0.213 0.218
N 1.408 -0.275 1.539 -0.009 -0.096 -0.132
C 2.249 -1.210 1.046 0.076 -0.147 -0.085
C 2.160 -1.444 -0.379 0.096 -0.097 0.122
N 1.257 -0.693 -1.029 0.066 -0.197 0.124
C 1.187 -0.779 -2.355 -0.162 0.152 -0.149
C 1.986 -1.639 -3.088 0.030 -0.036 -0.105
C 2.888 -2.446 -2.428 0.064 -0.050 0.026
C 2.991 -2.342 -1.041 0.123 -0.115 0.000
C 3.920 -3.096 -0.223 -0.122 0.141 0.083
N 4.764 -4.014 -0.662 0.002 -0.013 0.003
H 3.917 -2.125 3.837 -0.029 0.009 -0.014
H 2.367 -0.373 4.742 -0.021 0.020 -0.029
H 0.772 0.725 3.212 -0.011 -0.022 0.027
H 0.465 -0.138 -2.843 -0.031 -0.008 -0.042
H 1.889 -1.672 -4.164 -0.016 0.022 0.034
H 3.521 -3.145 -2.961 -0.012 0.022 0.018
C -5.373 0.116 2.336 -0.009 0.027 -0.015
C -4.657 0.839 1.359 -0.081 -0.018 0.030
C -3.345 0.550 1.114 -0.019 -0.084 -0.027
C -2.653 -0.478 1.806 -0.032 0.009 -0.063
C -1.269 -0.802 1.580 -0.182 0.201 0.204
C -0.774 -1.933 2.174 0.112 0.025 -0.081
C -1.535 -2.718 3.066 -0.027 -0.064 0.042
C -2.811 -2.359 3.370 -0.019 -0.036 0.030
C -3.406 -1.241 2.736 0.048 -0.018 -0.025
C -4.757 -0.903 2.998 -0.007 -0.035 0.030
H -6.404 0.366 2.545 0.025 -0.019 -0.015
H -5.153 1.629 0.809 0.033 -0.011 0.014
H -2.840 1.139 0.361 0.046 0.094 -0.028
H 0.233 -2.273 1.972 0.040 -0.043 0.060
H -1.087 -3.595 3.516 -0.004 0.022 -0.019
H -3.392 -2.938 4.077 -0.005 0.044 -0.026
H -5.297 -1.485 3.736 0.013 0.014 -0.024
N 4.143 4.391 -2.503 -0.033 -0.024 0.041
C 3.342 3.635 -1.741 -0.009 0.029 0.004
C 2.044 4.045 -1.383 0.062 0.067 0.011
C 1.242 3.212 -0.655 -0.024 0.147 0.115
N 1.600 1.977 -0.243 -0.208 -0.306 -0.287
C 2.877 1.634 -0.506 0.039 -0.052 0.238
C 3.757 2.392 -1.225 0.115 0.051 0.029
H 3.846 5.292 -2.833 0.009 0.021 0.011
H 5.087 4.112 -2.706 0.009 -0.002 0.004
H 1.680 5.027 -1.658 -0.007 -0.043 0.007
H 0.270 3.558 -0.341 -0.080 -0.058 -0.108
H 3.232 0.716 -0.063 0.010 -0.033 -0.122
H 4.772 2.044 -1.367 -0.040 -0.011 0.002
```
Positions in Å, forces in eV/Å.

---

No. 4
Here is 9 unconnected molecules or ions with the total composition C29H54BrN2O35S8 at a distorted geometry from the Open Molecules 2025 dataset. Energies are from the ωB97M-V functional and the def2-TZVPD basis.

Results
DFT total energy in eV: -262308.9882
E_HOMO in eV: -4.72
Charge: -1
Max |F| in eV/A: 1.33
Kohn-Sham gap in Eh: 0.22258
E_LUMO in eV: 1.3

```
129
Properties=species:S:1:pos:R:3:forces:R:3
C 4.928 0.510 3.333 -0.196 0.150 0.023
C 4.440 -0.135 2.265 -0.053 0.428 0.415
N 3.196 0.275 1.655 -0.217 -1.296 -0.228
C 3.590 1.160 0.569 0.496 -0.306 0.159
Br 2.114 2.368 0.041 0.061 0.077 0.077
C 4.282 0.504 -0.658 -0.192 0.648 -0.765
C 3.514 0.501 -1.988 0.201 -0.122 0.025
C 2.496 -0.964 1.240 -0.634 -0.180 0.505
C 1.069 -0.800 0.702 -0.377 0.048 0.179
C 0.093 -0.145 1.711 0.674 0.095 -0.427
N -0.791 0.833 1.044 -0.503 -0.139 0.087
C -1.766 0.192 0.167 -0.353 0.341 -0.400
C -2.659 1.232 -0.548 0.361 -0.929 0.049
C -1.437 1.644 2.016 0.003 0.066 0.405
C -0.755 2.937 2.403 -0.090 -0.063 -0.194
O -2.508 1.357 2.510 -0.208 0.043 -0.374
C 2.321 -1.880 2.496 0.047 -0.544 1.010
O 2.427 -3.116 2.297 0.085 0.125 -0.535
O 2.051 -1.325 3.585 0.082 0.160 -0.469
H 5.983 0.725 3.465 0.155 -1.148 0.478
H 4.238 0.854 4.099 -0.127 1.004 -0.608
H 4.917 -1.013 1.829 0.380 0.808 -0.464
H 4.306 1.848 1.000 -0.141 0.097 0.082
H 5.183 1.092 -0.854 0.069 -0.043 0.165
H 4.634 -0.496 -0.425 -0.159 -0.100 0.280
H 4.030 -0.119 -2.726 0.001 -0.117 0.122
H 2.492 0.142 -1.885 -0.016 -0.041 -0.008
H 3.489 1.507 -2.405 -0.203 0.034 0.050
H 3.072 -1.577 0.536 0.123 0.271 -0.104
H 0.712 -1.819 0.525 0.162 -0.027 -0.137
H 0.993 -0.278 -0.253 0.244 0.155 0.051
H -0.495 -0.935 2.190 -0.120 0.145 0.131
H 0.669 0.349 2.493 -0.012 0.038 -0.010
H -2.390 -0.538 0.703 0.003 0.006 0.083
H -1.254 -0.357 -0.623 0.414 -0.042 0.274
H -2.921 0.811 -1.521 -0.266 0.146 0.015
H -2.085 2.140 -0.736 -0.108 0.163 0.124
H -3.568 1.405 0.021 0.001 0.368 -0.068
H 0.152 2.753 2.978 0.069 -0.002 -0.062
H -1.466 3.524 2.981 0.078 -0.073 0.216
H -0.493 3.504 1.509 0.170 -0.140 -0.030
C -3.369 5.622 0.103 -0.222 0.336 0.190
C -4.158 5.591 -1.187 -0.084 -0.682 -0.037
O -3.284 6.198 -2.155 0.134 0.198 0.292
S -1.769 5.851 -1.787 -0.210 -0.090 0.174
O -1.348 4.738 -2.565 0.153 0.003 -0.107
O -1.023 7.056 -1.758 0.051 -0.014 -0.176
O -2.021 5.341 -0.294 -0.019 -0.118 -0.246
H -3.394 6.612 0.562 -0.024 0.005 -0.025
H -3.708 4.877 0.819 0.202 -0.145 -0.062
H -5.085 6.140 -1.121 0.039 0.210 -0.173
H -4.359 4.567 -1.506 0.013 -0.113 0.043
C 9.199 -2.099 5.802 0.071 0.055 0.327
C 7.841 -1.433 5.899 -0.302 -0.365 -0.302
O 8.081 -0.088 5.466 0.434 0.089 0.167
S 9.222 -0.077 4.344 -0.274 -0.369 0.030
O 8.618 -0.062 3.065 0.201 0.190 -0.123
O 10.213 0.870 4.716 -0.047 0.111 -0.026
O 9.782 -1.558 4.611 -0.187 0.109 -0.003
H 9.837 -1.835 6.649 -0.026 -0.006 0.008
H 9.128 -3.180 5.720 0.041 0.017 -0.219
H 7.443 -1.433 6.910 0.030 0.237 0.009
H 7.117 -1.890 5.221 0.017 -0.022 0.015
C -5.736 -1.559 -0.830 0.202 0.057 0.436
C -7.158 -1.258 -0.404 -0.189 -0.358 -0.243
O -7.324 0.141 -0.690 0.308 0.088 -0.002
S -6.461 0.526 -1.983 0.243 -0.499 0.348
O -7.303 0.514 -3.125 -0.018 0.194 -0.225
O -5.650 1.643 -1.665 -0.271 0.335 -0.101
O -5.552 -0.786 -2.025 -0.328 0.047 -0.111
H -5.011 -1.222 -0.086 -0.018 -0.004 -0.002
H -5.576 -2.612 -1.043 0.018 0.053 -0.224
H -7.329 -1.444 0.652 0.000 0.241 0.039
H -7.884 -1.819 -0.998 0.024 -0.012 0.010
C 6.161 -5.878 0.668 0.026 -0.037 0.264
C 5.022 -5.428 1.563 -0.456 0.070 -0.501
O 5.575 -4.330 2.298 0.600 -0.070 0.064
S 6.614 -3.537 1.388 -0.727 -0.422 0.081
O 5.954 -2.425 0.802 0.567 -0.047 -0.254
O 7.822 -3.392 2.120 0.087 0.172 0.040
O 6.802 -4.654 0.255 -0.189 0.134 0.055
H 6.883 -6.473 1.214 0.067 -0.008 0.021
H 5.818 -6.430 -0.203 0.071 0.156 -0.122
H 4.692 -6.207 2.244 0.099 0.131 0.192
H 4.168 -5.061 0.991 -0.035 0.035 0.083
C -9.795 -0.212 -5.468 0.487 0.137 0.163
C -9.349 -1.216 -6.508 -0.251 0.144 -0.351
O -9.474 -2.485 -5.846 -0.011 0.104 0.316
S -10.705 -2.442 -4.825 0.245 0.336 -0.214
O -11.848 -3.013 -5.443 -0.092 -0.061 0.154
O -10.251 -2.890 -3.557 -0.066 -0.176 0.004
O -10.893 -0.854 -4.793 -0.081 -0.239 -0.257
H -9.007 -0.019 -4.743 0.054 0.031 0.033
H -10.125 0.725 -5.907 -0.229 -0.059 0.059
H -8.323 -1.057 -6.828 0.079 -0.185 0.166
H -10.010 -1.216 -7.378 0.007 0.008 0.012
C -2.777 2.107 -6.267 -0.138 0.380 -0.025
C -2.905 2.011 -4.763 0.418 -0.177 0.143
O -4.171 1.362 -4.561 -0.270 0.017 -0.417
S -4.442 0.326 -5.749 0.380 0.355 0.247
O -4.061 -0.974 -5.329 -0.218 -0.129 -0.185
O -5.727 0.592 -6.294 -0.105 -0.197 0.062
O -3.323 0.872 -6.758 0.021 -0.117 0.224
H -3.372 2.930 -6.668 0.014 0.004 0.019
H -1.746 2.211 -6.593 -0.008 -0.202 -0.069
H -2.901 2.981 -4.275 -0.181 0.007 0.104
H -2.123 1.384 -4.330 0.018 0.040 -0.011
C -7.148 8.819 1.931 -0.015 -0.391 0.091
C -5.845 9.108 2.647 -0.110 0.378 0.160
O -4.842 8.919 1.641 -0.175 -0.240 -0.186
S -5.422 9.352 0.210 -0.105 0.007 0.322
O -5.013 10.676 -0.082 -0.043 -0.015 -0.181
O -5.196 8.281 -0.693 0.049 0.263 0.008
O -6.971 9.380 0.623 0.219 0.175 0.098
H -7.318 7.745 1.826 0.006 0.009 0.028
H -8.005 9.277 2.417 -0.018 0.136 -0.167
H -5.666 8.438 3.483 0.171 -0.102 -0.122
H -5.797 10.143 2.992 -0.034 -0.015 0.013
C 9.604 -10.399 2.632 0.238 -0.266 -0.140
C 10.052 -9.287 1.706 -0.015 0.332 0.293
O 9.130 -9.351 0.610 -0.046 -0.344 0.034
S 7.693 -9.820 1.138 0.295 0.075 0.160
O 6.884 -8.673 1.352 -0.144 -0.348 0.011
O 7.254 -10.905 0.342 -0.091 0.074 -0.100
O 8.172 -10.362 2.569 0.013 0.260 -0.087
H 9.940 -11.376 2.280 0.019 0.020 -0.005
H 9.933 -10.248 3.657 -0.208 0.042 0.057
H 11.068 -9.422 1.346 -0.083 -0.046 -0.213
H 9.959 -8.307 2.179 0.024 -0.022 0.022
```
Positions in Å, forces in eV/Å.